(1)
A cluster of 4 separate species, C3H15NO4 in total at a distorted geometry. Source: OMol25; level of theory: ωB97M-V with the def2-TZVPD basis set.

Each line ends with the Mulliken charge.
CARTESIAN COORDINATES (ANGSTROEM)
C  1.835  -0.870  0.619  -0.39
C  0.938  -1.470  -0.513  -0.25
C  1.434  -1.205  -1.971  -0.09
O  0.659  -1.873  -2.924  -0.48
N  0.998  -0.767  1.853  -0.67
H  2.250  0.241  0.302  0.22
H  2.738  -1.415  0.879  0.35
H  -0.202  -1.151  -0.375  -0.26
H  0.845  -2.527  -0.316  0.27
H  2.548  -1.581  -2.235  0.22
H  1.332  -0.145  -2.164  0.22
H  -0.358  -1.904  -2.561  0.24
H  0.170  -0.323  1.655  0.32
H  1.593  -0.180  2.513  0.24
H  -1.589  1.040  2.225  0.28
H  -0.983  2.282  1.613  0.34
O  -0.925  1.331  1.589  -0.67
H  -1.615  3.719  3.382  0.34
H  -1.756  4.805  2.193  0.31
O  -1.900  3.890  2.447  -0.67
H  -1.752  0.510  -1.315  0.34
H  -1.770  -1.145  -1.399  0.42
O  -2.044  -0.296  -1.885  -0.63

Properties
Energy above the lowest of the compared OMol25 structures with the same formula, charge and spin: 58.0 kcal/mol
SMILES: NCCCO.O.O.O
Lowest unoccupied orbital energy: 0.19 eV

***

(2)
A cluster of 2 separate species, C27H46BN3O7P in total at a distorted geometry. Source: OMol25; level of theory: ωB97M-V with the def2-TZVPD basis set.

Each line ends with the Mulliken charge.
CARTESIAN COORDINATES (ANGSTROEM)
C  -1.591  -2.283  5.260  -1.08
B  -0.886  -2.688  3.820  0.64
O  -0.146  -3.944  3.835  -0.64
C  -1.054  -1.756  2.494  0.28
C  -0.633  -0.218  2.444  0.26
C  0.030  0.522  3.689  -1.06
C  1.465  1.191  3.417  -0.76
C  2.410  0.419  2.376  -0.24
C  3.461  1.540  1.807  -0.44
C  4.815  0.893  1.218  -0.66
C  5.932  1.013  2.394  -0.61
C  6.673  2.440  2.404  -0.60
C  6.050  3.482  3.485  -0.43
O  5.431  4.646  2.857  -0.36
C  5.261  5.710  3.795  0.69
C  5.655  7.233  3.399  -0.88
O  4.786  5.551  4.961  -0.54
C  -0.913  0.516  1.082  0.15
C  -0.572  2.099  0.925  -0.18
N  -1.789  2.897  0.480  -0.70
C  -1.526  -0.229  -0.179  -0.37
N  -1.684  0.559  -1.372  -0.15
C  -2.199  -0.178  -2.479  0.03
P  -2.374  0.801  -4.109  0.86
O  -1.740  0.065  -5.300  -0.65
O  -3.968  1.345  -4.388  -0.51
O  -1.425  2.240  -3.904  -0.54
C  -2.592  -1.686  -2.355  0.21
C  -3.214  -2.389  -3.680  -0.52
C  -4.734  -1.891  -3.903  -0.46
C  -5.270  -2.031  -5.411  0.35
C  -4.276  -1.479  -6.544  -1.07
C  -5.755  -3.546  -5.775  -1.20
N  -2.501  -2.517  -1.196  -0.42
C  -1.932  -1.723  -0.137  0.55
C  -1.701  -2.473  1.249  0.39
C  -2.143  -4.028  1.400  -1.37
H  -1.968  -1.200  5.237  0.28
H  -2.531  -2.939  5.423  0.34
H  -0.889  -2.416  6.153  0.31
H  -0.402  -4.416  4.669  0.31
H  -0.688  1.390  3.971  0.28
H  0.122  -0.114  4.637  0.14
H  2.027  1.180  4.433  0.38
H  1.419  2.313  3.131  0.36
H  3.062  -0.364  2.919  0.36
H  1.888  0.006  1.450  0.29
H  3.624  2.401  2.542  0.11
H  2.911  2.007  0.896  0.15
H  4.685  -0.170  0.819  0.32
H  5.156  1.592  0.359  0.35
H  6.724  0.200  2.246  0.38
H  5.343  0.885  3.384  0.24
H  6.705  2.976  1.395  0.29
H  7.762  2.243  2.742  0.31
H  5.339  2.990  4.231  0.25
H  6.949  3.889  4.095  0.45
H  6.707  7.514  3.767  0.24
H  4.916  7.990  3.850  0.29
H  5.596  7.383  2.254  0.27
H  -0.273  2.572  1.936  -0.04
H  0.277  2.147  0.150  0.20
H  -1.579  3.089  -0.522  0.31
H  -2.639  2.316  0.534  0.33
H  -3.857  2.181  -4.914  0.31
H  -2.010  2.843  -3.368  0.30
H  -2.532  -2.269  -4.590  0.24
H  -3.261  -3.526  -3.471  0.28
H  -4.915  -0.833  -3.461  0.32
H  -5.400  -2.589  -3.257  0.30
H  -6.237  -1.389  -5.472  0.21
H  -4.792  -1.646  -7.570  0.41
H  -4.026  -0.359  -6.430  0.16
H  -3.338  -2.139  -6.562  0.25
H  -6.105  -3.502  -6.869  0.35
H  -4.894  -4.310  -5.667  0.26
H  -6.653  -3.848  -5.113  0.33
H  -2.928  -4.027  2.252  0.21
H  -2.688  -4.421  0.475  0.32
H  -1.277  -4.703  1.711  0.26
C  -0.171  -4.202  -4.505  -0.81
O  -1.401  -4.084  -5.005  -0.77
H  0.485  -4.983  -4.949  0.30
H  0.491  -3.311  -4.570  0.18
H  -0.084  -4.448  -3.423  0.16

Properties
Net charge: -1
Lowest unoccupied orbital energy: 1.12 eV

***

(3)
A cluster of 3 separate species, C2H11NO2S in total at a distorted geometry. Source: OMol25; level of theory: ωB97M-V with the def2-TZVPD basis set.

Each line ends with the Mulliken charge.
CARTESIAN COORDINATES (ANGSTROEM)
C  1.545  1.147  -0.400  -0.40
C  0.422  0.590  -1.237  -0.43
S  -1.202  1.321  -0.768  -0.27
N  2.864  0.755  -0.958  -0.65
H  1.527  0.706  0.588  0.26
H  1.483  2.237  -0.335  0.31
H  0.203  -0.474  -1.155  0.33
H  0.631  0.781  -2.288  0.28
H  -0.762  2.586  -0.782  0.12
H  3.564  1.111  -0.310  0.24
H  3.083  1.289  -1.799  0.22
H  -2.397  -0.832  -0.125  0.26
H  -3.094  -2.053  -0.564  0.31
O  -2.791  -1.607  0.232  -0.58
H  -2.208  -3.098  3.124  0.32
H  -1.433  -1.770  3.249  0.31
O  -1.435  -2.690  3.526  -0.64

Properties
Energy above the lowest of the compared OMol25 structures with the same formula, charge and spin: 11.1 kcal/mol
SMILES: NCCS.O.O
Lowest unoccupied orbital energy: 0.60 eV

***

(4)
A cluster of 14 separate species, C57H72Cl11O29P in total at a distorted geometry. Source: OMol25; level of theory: ωB97M-V with the def2-TZVPD basis set.

Each line ends with the Mulliken charge.
CARTESIAN COORDINATES (ANGSTROEM)
C  0.047  -1.992  -30.635  -0.91
C  0.288  -1.429  -32.040  0.26
C  -0.298  -0.074  -32.436  0.98
C  -1.827  -0.064  -32.294  -0.20
P  -2.658  1.438  -32.916  0.54
C  -2.101  2.033  -34.562  0.88
C  -1.918  1.023  -35.686  1.33
C  -1.681  1.623  -37.094  -0.85
C  -1.119  0.668  -38.124  -0.83
C  -4.433  0.993  -33.120  -0.21
C  -5.375  0.996  -31.907  -1.45
C  -5.047  0.056  -30.714  1.85
C  -6.344  -0.520  -30.103  -2.11
C  -2.480  2.804  -31.714  -1.18
C  -1.100  3.358  -31.389  1.57
C  -1.138  4.675  -30.619  -1.27
C  0.230  5.344  -30.467  -0.15
H  0.406  -2.998  -30.431  0.32
H  -1.037  -1.961  -30.484  0.04
H  0.544  -1.323  -29.929  0.30
H  0.138  -2.183  -32.820  0.11
H  1.379  -1.337  -32.091  -0.61
H  -0.049  0.106  -33.480  -1.14
H  0.075  0.750  -31.824  0.28
H  -2.156  -0.181  -31.261  0.14
H  -2.267  -0.846  -32.925  0.14
H  -1.105  2.455  -34.408  -1.35
H  -2.811  2.788  -34.910  0.72
H  -2.761  0.345  -35.776  -0.01
H  -1.070  0.358  -35.507  -0.90
H  -1.117  2.556  -37.082  0.34
H  -2.644  2.054  -37.396  0.43
H  -1.166  1.066  -39.136  0.54
H  -1.647  -0.286  -38.117  -0.09
H  -0.067  0.551  -37.848  0.04
H  -4.424  0.060  -33.685  0.59
H  -4.848  1.822  -33.701  -0.25
H  -6.375  0.788  -32.289  0.68
H  -5.447  1.995  -31.473  0.41
H  -4.483  0.608  -29.963  0.05
H  -4.417  -0.789  -31.012  -0.70
H  -6.058  -1.217  -29.316  0.44
H  -6.945  -1.051  -30.843  0.32
H  -6.978  0.289  -29.735  0.59
H  -3.061  2.508  -30.836  0.75
H  -3.062  3.564  -32.257  0.07
H  -0.598  3.507  -32.351  -0.88
H  -0.514  2.607  -30.852  -0.05
H  -1.621  4.527  -29.650  0.31
H  -1.836  5.303  -31.182  0.63
H  0.876  4.763  -29.803  0.03
H  0.096  6.317  -29.996  0.50
H  0.777  5.425  -31.405  -0.29
Cl  -4.359  5.641  -34.121  1.67
O  -4.880  4.277  -34.056  -0.65
O  -2.910  5.512  -34.306  -0.55
O  -4.978  6.311  -35.257  -0.71
O  -4.606  6.348  -32.901  -0.70
C  4.813  3.611  -25.578  -0.84
C  6.030  4.173  -25.506  0.79
C  6.727  4.716  -26.697  0.31
O  7.863  5.133  -26.693  -0.58
C  5.914  4.732  -27.904  -0.42
C  4.720  4.119  -27.996  -0.03
C  3.973  3.580  -26.801  0.84
O  2.860  3.138  -26.885  -0.51
O  4.058  4.027  -29.160  -0.42
O  6.783  4.148  -24.392  -0.48
H  4.410  3.306  -24.618  0.32
H  6.234  5.151  -28.849  0.48
H  3.210  3.600  -28.925  0.16
H  6.517  3.473  -23.759  0.32
C  -9.705  -1.218  -28.361  -0.99
C  -10.317  -0.525  -27.388  0.41
C  -10.533  -0.983  -25.975  0.75
O  -11.252  -0.439  -25.174  -0.59
C  -9.752  -2.176  -25.673  -0.73
C  -9.161  -2.875  -26.638  0.48
C  -9.093  -2.531  -28.100  0.81
O  -8.800  -3.366  -28.924  -0.58
O  -8.503  -4.025  -26.358  -0.53
O  -10.982  0.619  -27.675  -0.56
H  -9.644  -0.794  -29.354  0.43
H  -9.602  -2.525  -24.660  0.42
H  -8.046  -4.330  -27.155  0.33
H  -11.433  0.829  -26.829  0.37
C  0.902  4.168  -34.755  -0.74
C  1.875  4.208  -33.834  0.60
C  2.236  5.493  -33.132  0.86
O  3.176  5.526  -32.366  -0.68
C  1.319  6.598  -33.390  -0.89
C  0.463  6.602  -34.415  -0.22
C  0.250  5.392  -35.267  0.23
O  -0.457  5.384  -36.245  -0.61
O  -0.397  7.598  -34.605  -0.64
O  2.609  3.167  -33.427  -0.33
H  0.705  3.266  -35.320  0.47
H  1.329  7.452  -32.725  1.03
H  -0.942  7.417  -35.390  0.42
H  3.404  3.449  -32.946  0.29
C  -2.199  -4.644  -31.370  -0.74
C  -1.780  -5.219  -30.227  0.31
C  -2.571  -4.941  -28.971  0.65
O  -2.083  -4.948  -27.857  -0.61
C  -3.926  -4.506  -29.177  -0.75
C  -4.334  -3.944  -30.324  0.52
C  -3.467  -3.963  -31.554  0.90
O  -3.796  -3.453  -32.604  -0.60
O  -5.551  -3.427  -30.504  -0.50
O  -0.582  -5.785  -30.094  -0.52
H  -1.636  -4.771  -32.290  0.40
H  -4.590  -4.586  -28.327  0.51
H  -5.525  -2.711  -31.164  0.05
H  -0.505  -6.085  -29.172  0.32
C  2.452  -1.092  -36.442  -1.21
C  3.362  -2.081  -36.512  0.71
C  4.421  -2.281  -35.451  0.44
O  5.103  -3.286  -35.411  -0.63
C  4.411  -1.328  -34.368  -0.49
C  3.409  -0.447  -34.240  -0.05
C  2.297  -0.257  -35.248  0.94
O  1.450  0.582  -35.046  0.19
O  3.533  0.521  -33.314  -0.41
O  3.477  -2.894  -37.571  -0.54
H  1.630  -1.134  -37.149  0.30
H  5.194  -1.266  -33.626  0.59
H  2.786  1.148  -33.312  0.15
H  4.324  -3.358  -37.435  0.34
C  5.063  9.058  -29.899  -0.94
C  5.017  8.465  -28.708  0.35
C  3.814  7.678  -28.295  0.94
O  3.779  7.112  -27.217  -0.69
C  2.747  7.654  -29.260  -0.80
C  2.822  8.231  -30.468  0.47
C  3.998  9.066  -30.880  0.89
O  4.035  9.617  -31.959  -0.62
O  1.926  8.050  -31.439  -0.44
O  6.044  8.512  -27.849  -0.59
H  5.983  9.524  -30.238  0.41
H  1.880  7.061  -28.994  0.32
H  2.179  8.635  -32.176  0.50
H  5.709  8.166  -27.003  0.34
O  -7.272  -2.376  -32.883  -0.45
H  -8.063  -1.902  -33.163  0.23
H  -7.454  -3.299  -33.092  0.23
C  -1.603  1.942  -27.492  -0.58
Cl  -2.031  0.531  -28.523  -0.03
Cl  -0.079  2.533  -28.080  0.01
H  -2.349  2.716  -27.651  0.23
H  -1.544  1.701  -26.436  0.40
C  -6.594  2.440  -36.199  0.00
Cl  -7.826  2.916  -37.418  -0.19
Cl  -5.855  0.909  -36.625  -0.11
H  -5.843  3.224  -36.216  0.10
H  -7.042  2.393  -35.213  0.20
C  3.994  -3.449  -29.785  -0.51
Cl  3.381  -2.663  -31.258  0.00
Cl  2.840  -4.513  -28.917  -0.14
H  4.755  -4.118  -30.172  0.32
H  4.466  -2.738  -29.118  0.34
C  -2.173  -3.160  -35.936  -0.50
Cl  -0.645  -2.398  -35.613  0.06
Cl  -3.519  -2.099  -35.528  -0.04
H  -2.211  -3.270  -37.017  0.06
H  -2.363  -4.105  -35.437  0.40
C  -3.605  -3.518  -40.283  -0.29
Cl  -3.404  -3.496  -42.038  -0.15
Cl  -2.260  -2.558  -39.569  -0.12
H  -4.541  -3.111  -39.913  0.28
H  -3.514  -4.519  -39.874  0.29

Properties
Lowest unoccupied orbital energy: -1.80 eV